Record 1
ORCA calculation (ωB97M-V/def2-TZVPD) on 11 unconnected molecules or ions with the total composition C51H52Cl2N10.

Geometry (Å):
C1 -31.943 -5.647 12.743
C2 -32.158 -12.771 18.120
C3 -28.219 -14.956 12.472
C4 -32.096 -4.312 12.394
H1 -34.164 -5.247 16.955
C5 -31.063 -3.611 11.886
H2 -30.125 -11.917 10.949
H3 -24.074 -4.909 18.417
H4 -24.961 -7.168 11.895
C6 -22.860 -7.889 9.287
C7 -28.489 -9.870 13.498
N1 -27.648 -9.988 16.128
H5 -35.522 -9.151 17.391
H6 -30.028 -8.518 14.211
H7 -22.980 -6.171 10.529
C8 -28.699 -9.197 15.714
N2 -30.719 -6.230 12.740
N3 -30.460 -8.024 19.412
C9 -21.221 -11.206 17.289
C10 -32.830 -8.557 19.538
H8 -32.038 -5.972 21.528
H9 -26.013 -11.131 15.561
C11 -33.008 -7.503 20.405
C12 -29.711 -12.786 11.438
C13 -27.743 -10.068 8.812
C14 -29.126 -9.066 14.438
C15 -32.945 -6.744 16.069
H10 -27.903 -10.997 6.830
H11 -30.168 -11.595 15.713
H12 -29.155 -8.643 16.522
H13 -25.643 -8.674 17.489
Cl1 -23.929 -9.431 14.659
H14 -31.501 -9.468 8.253
C16 -32.769 -13.846 17.433
N4 -24.692 -6.920 18.020
C17 -28.327 -12.803 11.407
H15 -27.940 -9.221 10.682
H16 -33.602 -9.294 19.372
H17 -31.353 -13.316 14.356
H18 -31.413 -14.122 11.824
C18 -27.024 -7.362 18.486
H19 -30.083 -15.918 12.861
C19 -24.887 -5.619 18.451
N5 -31.227 -12.006 17.483
H20 -30.422 -8.606 10.321
C20 -28.408 -10.422 7.592
C21 -22.353 -9.900 14.039
C22 -25.721 -7.732 18.011
C23 -30.961 -12.172 16.165
C24 -27.207 -6.069 19.055
N6 -29.699 -10.180 7.465
C25 -22.955 -12.843 16.809
C26 -30.681 -7.020 20.281
H21 -22.564 -10.404 13.095
H22 -31.352 -9.547 18.307
H23 -33.453 -14.423 18.037
H24 -22.023 -7.376 8.836
H25 -32.924 -14.930 15.496
C27 -23.411 -9.163 8.981
C28 -34.036 -6.308 16.797
C29 -29.830 -9.145 9.596
C30 -23.895 -11.824 17.163
C31 -30.339 -14.011 11.829
H26 -28.736 -6.042 12.106
C32 -32.530 -14.096 16.057
H27 -20.912 -13.373 16.756
H28 -21.808 -10.572 14.703
N7 -35.042 -7.114 17.208
C33 -21.606 -12.561 16.917
C34 -31.921 -6.756 20.796
H29 -27.740 -11.927 11.175
H30 -32.145 -6.041 15.888
H31 -24.953 -12.034 17.201
C35 -31.564 -8.754 19.009
H32 -25.677 -9.351 11.407
H33 -32.039 -8.523 15.174
C36 -24.972 -8.885 10.734
H34 -33.598 -10.065 16.181
C37 -23.457 -10.643 17.658
H35 -33.965 -7.280 20.854
H36 -28.200 -5.845 19.418
C38 -33.748 -8.997 16.238
C39 -31.561 -13.216 15.411
C40 -34.868 -8.422 16.936
H37 -23.028 -9.862 8.254
C41 -26.889 -10.632 15.172
C42 -29.610 -15.040 12.444
H38 -32.378 -12.464 19.131
H39 -29.789 -6.532 20.644
N8 -24.518 -9.608 9.647
H40 -32.835 -6.147 13.087
H41 -27.525 -15.684 12.864
H42 -20.183 -10.978 17.482
C43 -23.389 -7.153 10.342
C44 -32.849 -8.060 15.718
H43 -26.693 -11.102 13.176
C45 -24.496 -7.658 11.052
Cl2 -21.448 -8.362 13.944
C46 -29.678 -5.524 12.208
H44 -29.006 -3.562 11.431
C47 -30.444 -9.599 8.433
C48 -26.176 -5.159 18.962
H45 -28.891 -9.855 12.496
N9 -27.605 -13.811 11.998
H46 -23.378 -13.815 16.601
C49 -28.474 -9.454 9.773
H47 -31.218 -2.567 11.657
N10 -22.112 -10.243 17.700
C50 -29.779 -4.192 11.846
H48 -26.716 -10.380 8.935
H49 -24.109 -10.022 18.255
H50 -27.856 -8.041 18.377
H51 -33.051 -3.812 12.454
C51 -27.334 -10.584 13.873
H52 -26.384 -4.108 19.092

Results
- Highest occupied orbital energy: -8.8 eV
- Relative energy (zero: lowest compared OMol25 entry of this formula, charge and spin): 123.09 kJ/mol
- Calculated total energy: -3442.3483 Ha
- Net charge: 0
- Structure (SMILES): c1ccncc1.c1ccncc1.c1ccncc1.c1ccncc1.c1ccncc1.c1ccncc1.c1ccncc1.c1ccncc1.c1ccncc1.c1ccncc1.ClCCl

Record 2
ORCA calculation (ωB97M-V/def2-TZVPD) on a molecular structure, C51H53GeNOP3S4SbTi.

Geometry (Å):
C1 2.343 -4.794 -2.502
H1 1.215 -5.919 0.814
H2 3.169 -0.836 6.598
H3 -2.101 4.099 6.270
H4 -1.734 0.215 -5.033
C2 5.838 0.938 -2.019
H5 6.422 0.151 0.693
H6 3.129 -6.674 -3.173
C3 -1.712 3.546 1.904
H7 7.113 -0.048 3.032
C4 -5.902 0.298 3.142
H8 3.993 -3.359 1.122
H9 6.795 2.715 -2.737
C5 -0.852 4.152 0.992
C6 -2.424 5.755 2.614
C7 1.046 1.911 -3.146
H10 1.906 -1.016 -3.716
H11 -2.794 2.058 4.960
C8 1.840 -0.071 3.571
H12 -1.808 1.062 6.005
C9 -2.482 4.371 2.723
H13 1.576 -0.034 -5.166
P1 -0.012 0.419 -3.322
H14 1.309 -5.072 -2.666
C10 3.363 -5.691 -2.783
S1 -2.242 -1.535 -0.264
C11 6.458 1.716 -2.985
H15 -1.528 7.420 1.593
Sb1 -3.521 -0.146 -1.894
H16 6.271 -0.429 -5.593
C12 5.954 -1.815 3.399
C13 1.683 -1.991 5.559
C14 3.966 -3.156 -1.767
C15 5.080 -2.744 2.853
C16 -0.788 5.532 0.877
H17 1.901 0.684 2.798
H18 1.608 -2.749 6.331
C17 0.890 -2.099 4.421
C18 2.645 -3.533 -2.001
C19 4.698 -2.638 1.524
H19 -6.594 1.890 1.883
H20 -0.703 3.457 4.474
H21 -2.340 -2.965 2.552
C20 6.163 -0.044 -4.587
H22 0.214 -2.940 4.325
C21 0.953 -1.144 3.405
P2 -0.008 -1.256 1.870
O1 0.809 0.942 -0.171
H23 -5.801 3.102 6.848
C22 1.119 -0.609 -4.354
C23 2.552 -0.922 5.711
H24 1.845 -2.834 -1.778
C24 -1.577 6.341 1.686
H25 1.578 -3.477 0.962
H26 -1.263 3.052 7.412
H27 0.504 2.665 -2.573
H28 1.955 1.652 -2.601
S2 -3.592 2.862 7.676
P3 -1.587 1.736 2.258
Ti1 -1.022 0.337 0.208
H29 -2.639 -0.372 3.782
C25 -1.771 -4.989 2.112
C26 5.164 -1.599 0.718
H30 -1.810 1.776 -4.222
Ge1 4.315 -1.380 -1.031
C27 -4.831 2.967 6.371
C28 1.782 0.201 -0.436
C29 -4.460 1.895 2.066
C30 2.622 0.040 4.706
H31 -3.041 6.371 3.258
H32 -4.867 2.074 5.749
S3 -5.670 -0.063 -1.146
C31 6.622 1.226 -4.274
C32 -0.689 2.370 4.691
H33 -0.121 5.977 0.147
H34 -0.229 3.534 0.354
H35 0.225 2.201 5.280
H36 5.486 -6.029 -2.773
H37 3.298 0.882 4.801
C33 -1.899 2.067 5.585
C34 2.655 -0.588 -0.763
C35 -1.129 1.036 -4.646
H38 0.563 -1.447 -4.781
S4 -2.356 1.867 -0.864
C36 -0.346 -3.054 1.785
H39 -6.896 -0.091 3.331
C37 5.381 -0.349 -2.311
C38 6.042 -0.676 1.282
C39 -2.084 3.090 6.692
H40 -2.723 -5.401 2.425
H41 5.185 -1.808 -3.876
C40 -1.555 -3.620 2.192
H42 1.318 2.318 -4.125
H43 -3.157 3.925 3.447
C41 0.639 -3.909 1.290
H44 7.093 1.839 -5.034
C42 4.686 -5.329 -2.559
H45 -0.944 -6.893 1.553
H46 -4.641 3.832 5.732
H47 4.668 -3.533 3.470
N1 -0.624 1.568 3.507
C43 4.981 -4.071 -2.053
C44 -5.735 1.414 2.338
C45 -4.788 -0.348 3.665
H48 5.684 1.361 -1.033
C46 0.433 -5.279 1.209
H49 6.236 -1.882 4.442
H50 -4.909 -1.237 4.273
C47 6.441 -0.785 2.608
H51 -0.562 1.492 -5.465
H52 -4.343 2.740 1.400
C48 -3.517 0.130 3.389
C49 -3.339 1.267 2.599
C50 -0.776 -5.824 1.621
C51 5.547 -0.820 -3.612
H53 6.018 -3.805 -1.872

Results
- Highest occupied orbital energy: -1.5 eV
- Calculated total energy: -7888.8118 Ha
- Net charge: -2

Record 3
ORCA calculation (ωB97M-V/def2-TZVPD) on a molecular structure, C51H56BrF5N4O3PS2Sc.

Geometry (Å):
C1 1.786 4.482 -2.714
N1 -0.499 -1.226 -0.947
C2 -0.345 -2.864 -2.654
H1 1.037 -2.587 -1.018
H2 7.451 -3.132 2.905
H3 -2.268 -5.225 4.005
H4 -4.573 1.004 1.519
C3 -0.410 2.587 3.075
F1 0.744 4.285 4.243
H5 -2.012 -1.587 4.341
N2 -2.045 0.346 -0.726
C4 -2.404 3.732 -4.385
S1 0.979 2.162 2.109
H6 -4.037 -4.362 0.967
H7 -3.441 -3.363 4.947
C5 -7.862 -2.272 1.116
H8 3.709 -2.691 2.316
Br1 1.125 -1.432 1.959
H9 4.916 -4.578 1.869
H10 -0.923 5.481 -0.688
H11 4.075 2.371 -2.830
N3 -1.856 -2.389 2.415
H12 -2.047 4.243 -0.025
C6 -1.473 3.883 4.834
C7 -2.133 -1.243 -2.684
C8 -1.494 -2.328 -3.243
F2 -3.712 3.449 5.443
C9 -2.727 2.179 3.719
C10 -0.376 3.585 4.048
C11 5.750 -4.419 1.185
C12 3.996 -0.474 -0.866
C13 -3.693 -2.959 3.964
H13 5.553 -0.996 -3.168
H14 -3.079 -1.654 0.880
H15 3.093 2.072 -1.392
H16 5.439 -4.749 0.192
C14 1.454 4.125 -1.411
C15 -6.387 -1.498 -0.774
H17 0.172 -3.709 -3.083
C16 -6.764 -1.410 0.559
C17 -3.914 -3.531 1.665
H18 -4.849 -2.970 1.678
C18 -2.655 3.175 4.677
C19 2.972 -0.126 -3.118
H19 -2.450 2.494 -6.132
C20 -4.718 0.187 -0.449
C21 2.945 5.201 -2.971
O1 -3.310 2.345 -0.196
N4 -3.697 -4.069 3.010
C22 4.019 1.812 -1.894
C23 -0.883 3.062 -2.646
H20 3.192 5.471 -3.990
C24 5.010 -2.079 0.702
H21 6.284 0.369 -2.303
C25 -2.387 -4.721 3.044
H22 4.690 6.124 -2.134
C26 5.426 0.055 -2.899
C27 -1.007 4.538 -0.147
H23 -2.124 -3.082 0.473
H24 -0.689 -3.505 3.724
H25 -7.547 -2.752 2.044
C28 -6.104 -0.495 1.380
H26 5.435 0.636 -3.823
C29 6.183 -2.947 1.154
H27 -3.163 4.411 -4.752
H28 7.758 -1.797 0.176
C30 -1.269 -3.673 2.814
H29 -3.183 -0.980 3.165
H30 7.150 -3.149 -0.792
C31 2.297 4.506 -0.368
H31 -4.703 -2.547 4.026
H32 1.998 -0.019 -2.646
H33 -6.898 -2.194 -1.427
H34 8.198 -3.452 0.592
H35 5.803 -2.622 3.280
H36 -2.169 4.781 -2.537
C32 2.825 -0.420 -0.080
H37 -2.376 -5.487 2.266
C33 -5.083 0.296 0.887
C34 3.784 5.568 -1.931
C35 -2.729 -2.618 1.257
C36 -2.005 2.654 -5.159
C37 6.617 -2.517 2.562
O2 -3.596 1.348 -2.459
H38 -0.571 -3.992 2.037
H39 -5.114 -0.742 -2.336
C38 5.044 -1.287 -0.442
C39 0.129 -2.256 -1.512
S2 -3.385 1.181 -1.046
C40 -1.615 -0.721 -1.492
H40 -1.879 -2.756 -4.159
H41 0.258 1.286 -3.052
H42 3.098 -1.173 -3.404
H43 4.103 5.504 0.191
F3 -1.704 0.939 1.985
H44 -8.151 -3.050 0.411
C41 3.455 5.221 -0.628
H45 -0.729 0.929 -5.279
H46 -0.552 4.661 0.838
H47 2.057 4.231 0.652
C42 -1.042 1.775 -4.681
H48 -8.747 -1.674 1.341
C43 -2.672 -1.877 3.520
H49 -2.983 -0.775 -3.154
C44 -1.617 1.923 2.941
H50 5.939 -1.305 -1.042
H51 1.142 4.199 -3.537
H52 6.934 -1.474 2.565
H53 4.849 2.130 -1.259
F4 -1.402 4.844 5.754
C45 4.104 0.311 -2.174
C46 7.388 -2.822 0.221
H54 6.578 -5.050 1.513
C47 -5.374 -0.698 -1.289
Sc1 -0.047 0.697 0.301
C48 3.831 -2.073 1.436
H55 2.987 0.480 -4.027
O3 1.782 0.356 -0.373
H56 -6.392 -0.407 2.421
P1 -0.093 3.224 -1.020
C49 -0.492 1.977 -3.427
C50 -1.843 3.940 -3.134
C51 2.786 -1.272 1.031
F5 -3.854 1.477 3.579

Results
- Highest occupied orbital energy: -7.8 eV
- Relative energy (zero: lowest compared OMol25 entry of this formula, charge and spin): 17.84 kJ/mol
- Calculated total energy: -7393.7213 Ha
- Net charge: 0

Record 4
ORCA calculation (ωB97M-V/def2-TZVPD) on a molecular structure, C51H57CoF5N2OP2S2Si.

Geometry (Å):
C1 2.085 2.385 2.278
C2 5.303 -0.034 -1.594
F1 5.070 4.008 4.789
Co1 -0.162 0.144 1.103
H1 -4.161 -3.293 3.815
H2 2.724 -2.231 2.671
H3 -3.727 -3.589 -0.420
C3 2.117 -3.683 -2.614
C4 -1.182 6.588 3.192
H4 2.622 -2.736 -4.478
H5 -3.922 -0.886 3.580
H6 -1.045 -6.690 0.748
F2 2.568 0.300 3.331
C5 -5.689 -2.737 2.397
H7 2.528 2.914 -3.612
H8 4.193 1.806 -1.868
H9 -0.983 -1.958 -2.015
C6 -2.767 -3.886 -0.025
H10 -6.224 -2.136 3.142
C7 -1.268 -5.636 0.626
C8 -3.918 -1.512 -2.056
O1 1.212 1.923 1.474
H11 -0.986 2.382 -4.669
N1 -1.268 7.738 3.180
H12 4.636 -0.654 -2.191
H13 -3.722 -3.564 2.134
H14 0.626 -5.006 1.370
C9 -1.467 3.027 2.095
H15 -3.219 -5.975 -0.217
C10 -0.571 -3.310 0.818
H16 0.658 4.298 -2.994
C11 0.159 2.510 -1.904
H17 3.202 1.785 0.451
H18 -6.867 -1.913 0.779
H19 2.203 2.711 -1.350
C12 -1.103 5.169 3.209
C13 2.332 -2.592 -3.442
C14 2.190 -1.310 -2.935
C15 -2.721 -0.801 -1.421
H20 -4.998 -1.329 -3.924
H21 -1.861 4.934 1.221
C16 2.500 3.744 2.232
C17 2.792 1.622 3.251
H22 1.503 -4.337 -0.683
C18 -0.608 3.102 4.359
H23 -0.796 -0.233 -2.200
H24 -0.250 2.585 5.241
H25 -3.305 -0.344 -5.211
C19 -1.836 -2.920 0.360
C20 -0.640 4.496 4.359
C21 3.463 4.282 3.058
C22 1.602 1.985 -1.907
N2 0.137 5.768 6.458
H26 -2.118 -2.234 -4.046
H27 -3.354 0.284 1.664
H28 4.606 0.434 1.659
P1 1.675 0.512 -0.728
H29 -5.398 -2.729 0.269
H30 -6.162 -3.724 2.373
C23 1.000 1.601 -4.334
F3 3.802 5.578 2.946
C24 -0.211 5.212 5.510
C25 -0.330 -4.678 0.977
H31 -1.021 -0.925 -4.435
C26 -5.086 -0.724 1.015
H32 4.037 -1.964 -0.132
C27 -1.508 4.421 2.106
C28 4.554 1.182 -1.051
H33 0.297 3.469 -5.183
H34 0.494 0.693 -3.994
C29 3.417 0.850 -0.070
C30 -5.811 -2.067 1.030
C31 4.105 3.495 3.996
H35 -4.856 0.169 -3.009
C32 -2.486 -5.237 0.091
C33 1.710 -3.473 -1.304
C34 2.128 1.926 -3.356
C35 -0.084 3.494 -3.042
H36 2.778 -3.514 1.461
H37 -1.065 3.958 -2.920
F4 4.423 1.362 4.934
C36 1.534 -2.194 -0.774
H38 -2.812 0.726 -3.905
H39 6.396 -1.739 -0.826
F5 1.929 4.549 1.310
C37 -1.879 -1.192 -3.813
H40 1.405 1.391 -5.328
C38 -1.011 2.347 3.259
H41 5.074 -1.923 1.287
C39 -3.499 -1.520 2.795
C40 3.765 2.155 4.069
H42 -5.600 -0.072 1.732
H43 2.955 1.224 -3.466
H44 5.278 1.789 -0.492
C41 -4.313 -0.729 -3.317
H45 3.089 -0.455 1.619
C42 1.832 -1.100 -1.603
C43 3.926 -0.123 1.003
H46 -0.044 2.970 -0.943
H47 2.246 -4.691 -2.993
H48 1.611 -3.580 2.798
C44 -3.619 -0.758 1.462
H49 6.558 -0.269 0.145
H50 -3.631 -2.532 -2.325
Si1 0.801 -1.951 1.040
H51 -2.449 -1.663 3.044
C45 2.109 -2.917 2.085
S1 -1.981 2.159 0.693
H52 6.118 0.300 -2.246
C46 -3.079 -0.308 -4.142
H53 -4.781 -1.581 -1.394
P2 -2.157 -1.109 0.338
C47 4.697 -1.325 0.452
C48 -1.502 -1.051 -2.331
H54 -2.942 0.276 -1.405
C49 0.000 2.768 -4.396
H55 2.360 -0.475 -3.599
S2 -0.974 0.617 3.346
H56 -0.551 1.684 -2.006
C50 -4.222 -2.868 2.808
H57 -5.180 -0.240 0.041
C51 5.851 -0.871 -0.440

Results
- Highest occupied orbital energy (spin up / spin down): -1.6 / -1.6 eV
- 2S+1: 2
- Relative energy (zero: lowest compared OMol25 entry of this formula, charge and spin): 137.69 kJ/mol
- Calculated total energy: -5813.1389 Ha
- Net charge: -2
- Expectation value of S²: 0.93